Entry 1:
A cluster of 2 separate species, C5H6ClN3O2 in total. Source: OMol25; level of theory: ωB97M-V with the def2-TZVPD basis set.

CARTESIAN COORDINATES (ANGSTROEM)
Cl (-1.997631, 3.210768, 1.640245)
O (2.285351, 2.355269, 3.164879)
O (4.000416, 0.805891, 3.173349)
N (-1.365301, 0.699749, -0.475384)
N (-0.952423, 0.942420, 2.407796)
N (1.065683, -1.347782, 0.738191)
C (-1.958614, 1.525902, 2.050196)
C (-0.043100, 0.080809, 2.250744)
C (3.147306, 1.587784, 3.162269)
C (0.302977, -0.395312, 0.895545)
C (-0.053386, 0.494601, -0.204295)
H (-2.052543, -0.002015, -0.674409)
H (0.357709, -0.577217, 3.038882)
H (0.527993, 0.059584, -1.046343)
H (-1.579247, 1.529676, -0.958679)
H (0.981413, -1.704056, -0.211709)
H (0.509145, 1.425480, -0.043392)

Atoms 1-2, force components in eV/Å:
0.310 -0.226 0.403
-0.351 0.415 -0.066

- gap between HOMO and LUMO (alpha / beta) (Ha) = 0.2930 / 0.2929
- molar mass (g mol⁻¹) = 175.575
- LUMO energy (alpha / beta) (eV) = -0.29 / -0.29

---

Entry 2:
A structure of composition Cl7O28Pb. Source: OMol25; level of theory: ωB97M-V with the def2-TZVPD basis set.

CARTESIAN COORDINATES (ANGSTROEM)
Pb (-0.256933, 0.059692, -0.595961)
Cl (-2.910373, -1.830848, -2.503811)
Cl (0.676627, 4.016892, 1.021729)
Cl (-0.841223, 0.142742, 3.359519)
Cl (3.880667, 0.727732, 0.320679)
Cl (1.229477, -3.109978, 1.373219)
Cl (-3.912523, 2.051722, -0.117771)
Cl (1.960637, -2.032708, -3.396931)
O (0.177057, -3.295408, 2.349409)
O (4.064927, 2.114512, 0.436829)
O (0.578177, 2.640482, 0.633569)
O (-2.360473, -0.916708, -3.462901)
O (-4.299323, -1.513678, -2.416341)
O (2.145667, -3.122678, -2.542661)
O (-5.178603, 1.333812, -0.025951)
O (0.635257, 0.327512, 3.428649)
O (-3.555983, 2.624992, 1.140359)
O (1.752907, -4.329808, 0.901099)
O (2.292137, -2.347338, 1.901569)
O (1.305367, -2.473108, -4.557061)
O (4.020857, 0.311272, 1.697209)
O (1.886387, 4.378782, 1.762319)
O (1.097207, -1.021648, -2.859001)
O (-2.837113, -3.196908, -2.983541)
O (-0.364373, 4.323782, 1.994529)
O (2.594977, 0.326712, -0.128481)
O (-2.269383, -1.841698, -1.226251)
O (0.747867, -2.307068, 0.287189)
O (0.393447, 4.926142, -0.075811)
O (-4.051933, 3.070372, -1.072371)
O (-1.113613, -0.956508, 4.209599)
O (-2.895953, 1.203762, -0.522631)
O (3.282997, -1.588058, -3.755111)
O (-1.415963, 1.352502, 3.940379)
O (-1.300313, -0.127658, 2.003089)
O (4.841427, 0.078382, -0.518351)

Atoms 1-2, force components in eV/Å:
0.436 -0.909 1.269
-1.663 -1.829 -1.902

- charge = -5
- gap between HOMO and LUMO (Ha) = 0.2695
- molar mass (g mol⁻¹) = 903.343
- LUMO energy (eV) = 10.30

---

Entry 3:
The molecule C5H8O. Source: OMol25; level of theory: ωB97M-V with the def2-TZVPD basis set.

CARTESIAN COORDINATES (ANGSTROEM)
O (-0.713392, 1.270500, 0.633261)
C (0.574481, 0.740216, 1.312277)
C (-1.266922, 0.259371, -0.136379)
C (-0.237272, -0.741025, -0.407074)
C (-0.441900, -0.008625, -1.673294)
C (0.986709, -0.500722, 0.519871)
H (-2.335885, 0.063861, 0.028313)
H (1.887137, -0.339504, -0.086000)
H (-0.006660, 0.955118, -1.892034)
H (1.116282, -1.402628, 1.126911)
H (1.288485, 1.573544, 1.281413)
H (-0.631734, -1.749518, -0.481849)
H (0.324015, 0.518962, 2.359936)
H (-0.543343, -0.639549, -2.585352)

Atoms 1-2, force components in eV/Å:
1.349 -0.502 0.271
-1.394 0.590 -0.656

- gap between HOMO and LUMO (Ha) = 0.3517
- molar mass (g mol⁻¹) = 84.118
- LUMO energy (eV) = 1.14
- SMILES string = C1C[C@@H]2C[C@@H]2O1

---

Entry 4:
The molecule C15H21N3O2S. Source: OMol25; level of theory: ωB97M-V with the def2-TZVPD basis set.

CARTESIAN COORDINATES (ANGSTROEM)
S (-1.304078, 3.132598, 0.921965)
O (4.880685, 0.495731, 0.768630)
O (5.030296, 0.149668, -1.446586)
N (-1.262423, 1.004472, -0.692497)
N (-3.323917, 1.830440, -0.035724)
N (-3.233564, -0.323354, -1.041259)
C (-4.334187, -2.037080, 0.360636)
C (0.872876, 0.687903, -1.775402)
C (-4.061132, 0.822638, -0.779792)
C (-1.997223, 0.130879, -1.613132)
C (0.784938, 0.883810, 0.623632)
C (4.365477, 0.372868, -0.462536)
C (0.132913, 0.875784, -0.608052)
C (6.677083, -1.138399, 0.981120)
C (2.895132, 0.549349, -0.479281)
C (-3.062822, -1.211135, 0.107880)
C (-1.976002, 1.917732, 0.022903)
C (2.153931, 0.730036, 0.686136)
C (-5.026540, -1.686340, 1.673471)
C (6.291678, 0.331902, 0.895456)
C (2.240147, 0.525410, -1.708344)
H (-5.312403, -0.637343, 1.706660)
H (6.419545, -1.642654, 0.052957)
H (-5.016675, -1.882435, -0.476448)
H (-3.822896, 2.554145, 0.457249)
H (-4.365992, -1.883979, 2.514739)
H (-4.940814, 0.525764, -0.205418)
H (-5.924481, -2.286997, 1.797623)
H (-4.398686, 1.236838, -1.742714)
H (-1.363613, -0.726828, -1.848227)
H (0.215981, 1.015753, 1.529537)
H (6.557332, 0.863245, 1.811874)
H (6.150530, -1.618343, 1.802785)
H (0.377952, 0.689669, -2.734667)
H (-2.790856, -0.652932, 1.014432)
H (7.747378, -1.225848, 1.144458)
H (-2.230806, 0.670930, -2.540650)
H (2.825734, 0.387868, -2.604608)
H (-4.078118, -3.096900, 0.377116)
H (-2.230899, -1.875399, -0.132007)
H (2.656107, 0.739996, 1.640212)
H (6.782420, 0.800557, 0.035855)

Atoms 1-2, force components in eV/Å:
0.177 0.592 0.347
-0.311 0.033 0.129

- gap between HOMO and LUMO (Ha) = 0.3105
- molar mass (g mol⁻¹) = 307.419
- LUMO energy (eV) = 0.50
- SMILES string = CCCN1CNC(=S)N(c2ccc(C(=O)OCC)cc2)C1

---

Entry 5:
The molecule C4H7NO. Source: OMol25; level of theory: ωB97M-V with the def2-TZVPD basis set.

CARTESIAN COORDINATES (ANGSTROEM)
O (-2.024005, 0.799921, 0.031965)
N (0.050362, 1.779626, -0.273244)
C (0.023441, -0.322349, 0.746116)
C (0.101175, -1.763359, 0.362112)
C (-0.836226, 0.788707, 0.257200)
C (0.530425, -0.717254, -0.651052)
H (0.713035, 2.231032, 0.339331)
H (-0.345416, 2.376270, -0.980250)
H (-0.263187, -0.646868, -1.392840)
H (-0.821937, -2.288627, 0.107059)
H (0.797295, -2.375390, 0.930651)
H (0.861502, -0.009844, 1.369453)
H (1.213535, 0.148135, -0.846501)

Atoms 1-2, force components in eV/Å:
0.310 -0.100 0.040
-0.674 0.646 0.339

- gap between HOMO and LUMO (Ha) = 0.3701
- molar mass (g mol⁻¹) = 85.106
- LUMO energy (eV) = 0.94
- SMILES string = NC(=O)C1CC1

---

Entry 6:
The molecule C14H10FN3O. Source: OMol25; level of theory: ωB97M-V with the def2-TZVPD basis set.

CARTESIAN COORDINATES (ANGSTROEM)
F (2.492043, 2.147977, 0.004087)
O (-2.644287, -1.691328, 0.000173)
N (-0.357100, -1.907355, 0.006520)
N (-1.447094, 0.218333, 0.007441)
N (0.953967, -1.626529, 0.004870)
C (-3.429065, 1.772712, 0.004236)
C (3.747529, -1.251494, -0.001308)
C (-4.811414, 1.761351, -0.000940)
C (-2.786485, 0.544758, 0.004017)
C (4.697231, 1.356422, -0.001421)
C (3.340186, 1.098765, 0.001581)
C (-3.532141, -0.649900, -0.000764)
C (-1.426104, -1.074294, 0.005016)
C (-4.909856, -0.662866, -0.005956)
C (1.394749, -0.426768, 0.003844)
C (5.584302, 0.294069, -0.004612)
C (2.826133, -0.200067, 0.001555)
C (-5.536873, 0.572948, -0.006167)
C (5.105603, -1.008228, -0.004492)
H (5.799872, -1.834873, -0.006327)
H (5.041263, 2.378874, -0.001459)
H (-6.615431, 0.613100, -0.010563)
H (-0.563840, -2.897609, 0.005806)
H (-5.346431, 2.699237, -0.001127)
H (0.744228, 0.443727, 0.005227)
H (6.646673, 0.484009, -0.006677)
H (-2.863391, 2.689544, 0.007833)
H (-5.464998, -1.586863, -0.009997)
H (3.360731, -2.257646, -0.000396)

Atoms 1-2, force components in eV/Å:
-0.009 -0.088 0.001
0.283 -0.391 0.000

- gap between HOMO and LUMO (Ha) = 0.3045
- molar mass (g mol⁻¹) = 255.252
- LUMO energy (eV) = 0.28
- SMILES string = Fc1ccccc1/C=N/Nc1nc2ccccc2o1

---

Entry 7:
The molecule C5H7N. Source: OMol25; level of theory: ωB97M-V with the def2-TZVPD basis set.

CARTESIAN COORDINATES (ANGSTROEM)
N (-1.612407, 0.211824, 0.243784)
C (0.140956, -1.137947, -0.831419)
C (0.465313, 1.507734, 0.051046)
C (0.424655, -1.074883, 0.645417)
C (-0.190377, 0.149135, 0.039701)
C (-2.743755, 0.088792, 0.015470)
H (0.018790, -1.855445, 1.440604)
H (1.595781, 1.543968, 0.064240)
H (1.497230, -0.752314, 0.894629)
H (0.036729, 2.156926, -0.748528)
H (0.897846, -0.942450, -1.596798)
H (0.174300, 2.004230, 1.007951)
H (-0.705056, -1.899571, -1.226095)

Atoms 1-2, force components in eV/Å:
0.944 0.291 -0.521
-1.302 -0.162 -0.675

- gap between HOMO and LUMO (Ha) = 0.4038
- molar mass (g mol⁻¹) = 81.118
- LUMO energy (eV) = 0.96

---

Entry 8:
The molecule C4H11NS. Source: OMol25; level of theory: ωB97M-V with the def2-TZVPD basis set.

CARTESIAN COORDINATES (ANGSTROEM)
S (2.061329, -0.882726, 0.377916)
N (-1.693874, 0.630673, 0.473821)
C (-0.626265, -0.319655, 0.090585)
C (-0.529398, -0.801766, -1.359261)
C (-1.913918, 1.758875, -0.417971)
C (0.668559, 0.272026, 0.637238)
H (0.089237, -1.699884, -1.404289)
H (-2.484302, 0.106847, 0.806861)
H (-1.876413, 1.324312, -1.426120)
H (3.051575, -0.130499, 0.925593)
H (-1.210092, 2.564156, -0.152613)
H (0.671742, 0.540776, 1.690052)
H (-2.868688, 2.284724, -0.296920)
H (-1.549960, -0.963185, -1.728357)
H (-0.117371, -0.067285, -2.069379)
H (0.801212, 1.104642, -0.060858)
H (-0.931836, -1.249191, 0.601028)

Atoms 1-2, force components in eV/Å:
0.427 0.036 0.117
0.332 -0.320 0.262

- gap between HOMO and LUMO (Ha) = 0.3539
- molar mass (g mol⁻¹) = 105.206
- LUMO energy (eV) = 0.96
- SMILES string = CN[C@@H](C)CS

---

Calculated values (hartree/bohr) of strongest force on any atom for the records, taken in order: 0.0717; 0.1001; 0.0321; 0.0138; 0.0490; 0.0238; 0.0627; 0.0308.
Calculated values (kJ/mol) of energy above the lowest of the compared OMol25 structures with the same formula, charge and spin for the records, taken in order: 267.2; 142.5; 258.7; 128.1; 311.7; 0.0; 283.1; 84.2.